Entry 1:
Computed, not measured: the ion C4H11N2 with charge +2, with ωB97M-V/def2-TZVPD.

```
17
Properties=species:S:1:pos:R:3:forces:R:3:nbo_charge:R:1
C -1.56230 -0.10553 -1.30208 1.367 -0.161 -0.217 -0.30
C -0.45312 -0.98653 -0.70141 0.625 -0.021 -0.835 -0.46
C 0.73370 -0.18419 -0.21263 -0.692 0.280 0.691 -0.15
C 1.36185 -0.45853 0.91253 -0.371 0.104 1.001 -0.04
N 2.20072 0.56204 1.57462 1.728 -0.665 -0.109 -0.69
N -2.00727 0.98651 -0.51295 -3.083 -1.819 -0.244 -0.26
H -1.32907 0.22771 -2.30871 0.137 0.296 -0.195 0.28
H -2.42688 -0.79459 -1.49421 -0.320 0.353 0.302 0.36
H -0.85597 -1.69327 0.01468 0.119 0.075 0.411 0.26
H -0.08818 -1.59278 -1.53185 -0.199 -0.167 -0.161 0.29
H 0.97042 0.74363 -0.72658 -0.021 -0.036 -0.170 0.23
H 1.22311 -1.30703 1.56805 -0.215 -0.167 -0.225 0.25
H 2.58691 1.19951 0.87133 -0.427 0.667 0.382 0.46
H 3.05671 0.18399 2.01020 -0.033 -0.531 -0.327 0.46
H 1.77141 0.98307 2.40564 -0.490 0.569 -0.557 0.46
H -2.41669 0.71179 0.39325 1.071 0.409 0.521 0.42
H -2.76534 1.52420 -0.95988 0.804 0.816 -0.268 0.44
```
Positions in Å, forces in eV/Å.

Its charge is +2. Its spin multiplicity is 2. As for the LUMO energy (alpha / beta): -7.1 / -12.6 eV.

***

Entry 2:
Computed, not measured: a cluster of 2 separate species, C4H11N2O in total, with ωB97M-V/def2-TZVPD.

```
18
Properties=species:S:1:pos:R:3:forces:R:3:nbo_charge:R:1
C 1.42332 1.55052 -0.82679 0.259 -0.633 0.034 -0.01
O 0.17172 1.04336 -0.94870 0.637 0.669 0.162 -0.91
C 1.91066 1.62817 0.65564 -0.291 0.276 -0.690 -0.65
H 1.55011 2.56155 -1.28846 0.035 -0.119 0.018 0.09
H 2.24695 0.87858 -1.31766 -0.697 0.704 0.176 0.06
H 2.88658 2.14010 0.67166 -0.070 -0.195 0.289 0.17
H 2.00981 0.57381 0.95637 -0.032 0.476 0.480 0.18
H 1.16995 2.19456 1.26552 0.465 -0.539 -0.240 0.18
C -2.70674 -1.29210 -0.51889 1.726 -1.533 0.235 -0.43
N -0.29967 -1.59343 1.19129 -2.352 1.474 0.703 -0.93
C -0.34473 -1.33520 -0.24493 0.426 -0.725 1.106 0.28
N -1.32276 -1.65936 -0.97827 -0.532 2.328 -0.659 -0.54
H -3.21210 -2.27045 -0.43231 -0.651 0.773 0.331 0.18
H -3.13410 -0.64909 -1.30395 0.044 -0.381 0.313 0.20
H -2.61611 -0.70614 0.42405 -0.633 -0.569 -0.435 0.17
H 0.65931 -1.67267 1.49396 0.018 0.749 0.148 0.36
H -0.84256 -0.81167 1.69287 1.431 -1.622 -0.577 0.37
H 0.45036 -0.58054 -0.49140 0.217 -1.133 -1.393 0.25
```
Positions in Å, forces in eV/Å.

Its charge is -1. Its spin multiplicity is 1. As for the LUMO energy: 4.2 eV.

***

Entry 3:
Computed, not measured: the ion C4H11N2O with charge -1, with ωB97M-V/def2-TZVPD.

```
18
Properties=species:S:1:pos:R:3:forces:R:3:nbo_charge:R:1
C -0.05088 -0.05614 0.95895 -0.382 -0.328 0.221 -0.24
N -1.34354 0.61658 0.90857 0.407 0.794 0.615 -0.70
C -2.21260 0.23249 -0.25999 0.146 0.798 0.321 0.14
O -2.29925 -1.04868 -0.49843 0.008 -0.809 -0.351 -0.94
C 0.90567 0.28839 -0.17101 0.199 -1.545 -0.060 -0.06
C 2.31354 -0.30069 0.12696 -0.469 0.588 -0.647 -0.61
N 0.46130 -0.34130 -1.45597 0.673 0.692 0.473 -0.89
H 0.44191 0.18542 1.90864 -0.095 0.147 0.015 0.16
H -0.21993 -1.14878 0.97421 0.315 0.005 -0.225 0.18
H -1.81401 0.38249 1.78236 -0.128 -0.080 -0.355 0.33
H -3.16212 0.77509 -0.02697 -0.210 -0.130 0.107 0.07
H -1.77345 0.86010 -1.07735 -0.022 -0.078 -0.199 0.05
H 1.00986 1.36990 -0.25259 -0.244 0.143 -0.147 0.17
H 2.33549 -1.33210 -0.21061 -0.077 -0.212 0.213 0.21
H 2.61569 -0.22189 1.17358 0.127 0.142 -0.080 0.18
H 2.97878 0.24320 -0.55246 0.370 -0.127 0.359 0.19
H 0.17929 0.40563 -2.07239 -0.293 -0.112 -0.165 0.35
H -0.36575 -0.90972 -1.25550 -0.325 0.112 -0.097 0.41
```
Positions in Å, forces in eV/Å.

As for the structure (SMILES): C[C@@H](N)CNC[O-]. Its charge is -1. Its spin multiplicity is 1. As for the LUMO energy: 4.2 eV.

***

Entry 4:
Computed, not measured: the ion C4H11N2O with charge -1, with ωB97M-V/def2-TZVPD.

```
18
Properties=species:S:1:pos:R:3:forces:R:3:nbo_charge:R:1
C -0.34259 0.95249 0.42925 0.917 0.624 -0.299 -0.23
N -0.39001 1.29016 -1.02661 -0.300 -0.759 0.421 -0.69
C 0.38470 0.32193 -1.94168 0.255 0.624 0.946 0.13
O 1.63120 0.06882 -1.55294 0.151 0.039 0.005 -0.95
C -0.54634 -0.51533 0.82267 -1.034 0.240 0.709 -0.08
C -1.22070 -0.60158 2.20654 -0.840 0.022 0.927 -0.61
N 0.69929 -1.31223 0.84432 -0.242 0.649 -1.022 -0.88
H -1.01873 1.63547 0.96163 -0.585 -0.475 -0.274 0.17
H 0.60562 1.29288 0.87211 0.404 -0.464 -0.108 0.17
H 0.11587 2.16450 -1.07523 0.122 0.143 -0.269 0.33
H 0.28222 0.83297 -2.93117 -0.029 -0.155 0.017 0.08
H -0.24291 -0.58553 -1.96106 -0.429 -0.179 -0.163 0.07
H -1.29349 -0.93492 0.14355 0.164 0.004 -0.412 0.16
H -1.51829 0.35713 2.65834 0.602 0.090 -0.169 0.19
H -2.19982 -1.10722 2.22878 0.256 -0.279 -0.477 0.18
H -0.60099 -1.14797 2.92116 0.145 0.169 -0.085 0.21
H 0.44371 -2.22076 0.46334 0.187 -0.068 0.169 0.33
H 1.24530 -0.87998 0.06524 0.255 -0.225 0.083 0.43
```
Positions in Å, forces in eV/Å.

As for the structure (SMILES): C[C@H](N)CNC[O-]. Its charge is -1. Its spin multiplicity is 1. As for the LUMO energy: 4.1 eV.

***

Entry 5:
Computed, not measured: an isolated molecule of C4H11N2O, with ωB97M-V/def2-TZVPD.

```
18
Properties=species:S:1:pos:R:3:forces:R:3:nbo_charge:R:1
N -1.64857 -2.01187 -0.74696 -0.158 1.274 0.128 -0.99
C -1.01502 -1.02722 0.20614 -1.181 -0.613 0.550 -0.51
C 0.10627 -0.32948 -0.50667 0.617 0.748 0.904 0.64
N 0.70177 0.69531 0.17823 0.368 0.644 -0.229 -0.43
C 0.01906 1.75817 0.92971 0.265 -1.636 0.346 -0.40
C 2.07131 1.02792 -0.18060 0.096 0.407 0.309 -0.41
O 0.61664 -0.81690 -1.49895 -0.134 -0.400 -0.219 -0.62
H -0.96668 -2.00852 -1.53151 -0.324 -0.470 -0.196 0.44
H -2.61666 -1.65701 -1.04699 0.575 -0.152 -0.069 0.27
H -1.77379 -2.94854 -0.30977 0.169 -0.315 0.083 0.30
H -0.65530 -1.60292 1.06743 0.577 -0.204 -0.312 0.23
H -1.78744 -0.43666 0.69172 -0.047 0.368 -0.575 0.24
H -0.05217 2.67303 0.34856 -0.380 0.020 -0.117 0.20
H -0.91642 1.31503 1.26201 -0.314 0.721 -0.113 0.21
H 0.60265 1.95644 1.82929 0.016 0.111 -0.010 0.20
H 2.16982 1.77965 -0.96875 -0.212 -0.326 -0.380 0.19
H 2.53015 1.51613 0.68241 -0.020 -0.256 0.167 0.20
H 2.61439 0.11742 -0.40528 0.086 0.078 -0.267 0.23
```
Positions in Å, forces in eV/Å.

Its charge is 0. Its spin multiplicity is 2. As for the LUMO energy (alpha / beta): 0.7 / 0.6 eV.

***

Entry 6:
Computed, not measured: an isolated molecule of C4H11N2O, with ωB97M-V/def2-TZVPD.

```
18
Properties=species:S:1:pos:R:3:forces:R:3:nbo_charge:R:1
O 1.87299 1.65786 0.65428 -0.147 -0.480 -0.695 -0.63
C 1.51017 0.48791 0.54387 0.306 0.217 2.541 0.64
N 2.35586 -0.54286 0.79793 -0.270 -0.099 -0.507 -0.81
C 0.03344 0.12149 0.46804 -0.238 0.265 -1.924 -0.30
N -0.66485 1.43809 0.45225 0.733 0.499 -0.321 -0.95
C -1.68346 -0.96512 -1.04003 0.081 -0.437 0.475 -0.64
C -0.21256 -0.62488 -0.86550 -0.494 0.710 0.417 -0.40
H 2.01111 -1.48139 0.89710 0.013 -0.012 0.037 0.39
H 3.28114 -0.33292 1.12730 0.057 0.067 -0.104 0.41
H -0.45416 -0.43954 1.28241 0.706 0.002 0.361 0.20
H -1.40477 1.51820 -0.24663 -0.429 -0.156 0.135 0.39
H 0.05075 2.14936 0.20110 0.009 -0.080 0.256 0.44
H -1.03643 1.70612 1.42397 -0.346 -0.087 0.157 0.19
H -1.85268 -1.46377 -1.98621 -0.166 -0.020 -0.190 0.22
H -2.35849 -0.11488 -0.93460 0.097 0.124 -0.312 0.20
H -1.97649 -1.63413 -0.23068 -0.095 -0.207 -0.070 0.21
H 0.39948 -1.52210 -0.89019 0.063 -0.162 -0.018 0.21
H 0.12897 0.04257 -1.65440 0.121 -0.145 -0.237 0.21
```
Positions in Å, forces in eV/Å.

Its charge is 0. Its spin multiplicity is 2. As for the LUMO energy (alpha / beta): 0.8 / 0.6 eV.

***

Entry 7:
Computed, not measured: a cluster of 2 separate species, C4H11N2O in total, with ωB97M-V/def2-TZVPD.

```
18
Properties=species:S:1:pos:R:3:forces:R:3:nbo_charge:R:1
C -1.76481 -1.80672 0.16983 2.338 1.265 3.346 -0.64
C -0.86393 -1.01469 -0.76040 -0.005 -2.370 1.387 -0.16
C -0.80355 0.29671 -0.81303 -1.782 0.228 0.133 0.01
C 1.04297 0.84111 1.10790 2.785 -3.262 0.344 0.24
N 1.64497 -0.25872 1.42564 0.422 4.187 -2.675 -0.57
N 1.79916 1.57404 -0.00434 -0.777 0.573 -0.237 -0.79
O 0.03658 0.91950 -1.72644 0.907 0.541 -0.385 -0.73
H -2.05936 -1.22207 1.11082 -0.147 -0.713 -1.522 0.21
H -1.27060 -2.74862 0.57462 -0.455 1.162 -0.796 0.23
H -0.30449 -1.85146 -1.21601 0.417 1.637 -0.967 0.25
H -1.48841 0.94810 -0.16728 1.097 -0.826 -1.157 0.20
H 0.09328 1.06735 1.55231 -0.206 1.286 -0.372 0.23
H -2.53577 -2.06662 -0.45187 -2.509 -0.905 -0.953 0.24
H 1.16868 -0.75660 2.09988 -1.388 -1.395 1.935 0.37
H 2.12009 2.58381 0.18148 -0.786 -1.929 -0.166 0.45
H 2.60830 0.95038 -0.08199 0.315 0.305 0.053 0.45
H 1.23668 1.44969 -1.02741 0.166 0.287 2.011 0.49
H -0.38862 1.41151 -2.43649 -0.392 -0.073 0.021 0.53
```
Positions in Å, forces in eV/Å.

Its charge is +1. Its spin multiplicity is 1. As for the LUMO energy: -3.6 eV.

***

no.,E (a.u.)
1,-267.768823
2,-343.656030
3,-343.745589
4,-343.737651
5,-343.637603
6,-343.656137
7,-343.413571